(1)
A molecular structure, C15H21Cl2NO3V, computed with wB97M-V/def2-TZVPD.

Geometry as ORCA input:
```
! wB97M-V def2-TZVPD RIJCOSX def2/J DEFGRID3
* xyz 2 2
V -0.338 0.758 -0.252
Cl -1.753 5.220 0.706
Cl -0.838 3.692 3.049
O -1.886 1.763 0.023
O 1.159 0.415 -1.235
O 0.081 2.629 0.303
N -1.513 -0.953 -0.671
C -0.118 -0.097 1.473
C -2.047 -1.414 0.653
C 1.376 0.850 -2.676
C 0.919 -0.428 3.598
C -0.887 -1.888 2.870
C -2.630 -0.668 -1.616
C 3.388 -0.193 -1.927
C -1.743 3.681 1.552
C 2.517 -0.096 -0.685
C 0.818 0.311 2.432
C -1.147 2.691 0.594
C -0.995 -1.171 1.693
C 0.072 -1.515 3.808
C 2.441 -0.107 -3.128
C -0.665 -2.039 -1.248
H 4.105 0.625 -1.946
H 0.153 -2.080 4.729
H 2.016 -1.081 -3.372
H 2.291 -1.038 -0.198
H -3.285 0.089 -1.195
H 2.839 0.646 0.038
H 0.415 0.772 -3.178
H -2.769 3.394 1.759
H -0.256 -1.715 -2.202
H 0.138 -2.286 -0.558
H -1.284 -2.921 -1.411
H -1.544 -2.727 3.066
H -2.222 -0.318 -2.564
H -2.936 -0.822 0.871
H -3.197 -1.582 -1.799
H 1.643 -0.153 4.354
H -2.351 -2.460 0.581
H 1.708 1.884 -2.632
H 2.938 0.283 -4.015
H 1.447 1.180 2.279
H 3.938 -1.132 -1.919
*
```

Output
Kohn-Sham gap (alpha / beta): 7.31 / 7.96 eV
⟨S²⟩: 0.767

These are the natural (NBO) partial charges, in e, on atoms 1 to 2: 1.61 0.11


(2)
A molecular structure, C24H32N4OPdSSi, computed with wB97M-V/def2-TZVPD.

Geometry as ORCA input:
```
! wB97M-V def2-TZVPD RIJCOSX def2/J DEFGRID3
* xyz 2 5
Pd -0.752 1.330 0.257
S -4.972 1.776 1.883
Si 2.089 2.478 0.152
O -1.556 -0.384 -0.784
N 1.389 0.836 0.119
N -0.382 -0.683 -2.725
N -1.236 -2.486 -1.534
N -1.175 0.612 2.314
C -0.777 -3.421 -2.560
C 0.530 -2.921 -3.136
C -1.061 -1.159 -1.665
C 1.938 -0.368 0.269
C 3.075 -2.920 0.636
C 1.330 3.201 1.700
C -0.408 0.723 -3.074
C -0.323 0.076 3.165
C -2.950 0.257 3.893
C 1.133 -1.503 0.606
C 1.697 -2.738 0.795
C -2.730 1.901 0.475
C 3.346 -0.592 0.112
C -2.055 -3.040 -0.469
C -3.298 1.430 1.710
C 1.377 3.372 -1.319
C 3.890 -1.839 0.286
C 0.308 -1.535 -3.697
C -3.720 2.498 -0.290
C 3.930 2.664 0.188
C -2.484 0.735 2.671
C -4.962 2.515 0.336
C -0.719 -0.407 4.415
C -2.051 -0.328 4.776
H 0.607 1.113 -3.143
H 1.257 -1.053 -3.938
H 0.887 -3.588 -3.919
H -2.388 -0.701 5.733
H 1.286 -2.890 -2.347
H -2.966 -3.477 -0.882
H -3.995 0.356 4.155
H -1.502 -3.825 0.049
H 3.511 -3.899 0.783
H 0.286 3.322 -1.403
H 1.799 3.028 -2.264
H -3.577 2.919 -1.274
H 4.953 -1.987 0.155
H -0.966 1.293 -2.336
H -0.280 -1.577 -4.619
H 0.018 -0.838 5.078
H 3.979 0.238 -0.164
H 4.384 2.198 1.064
H 1.586 4.263 1.743
H 4.158 3.732 0.236
H 0.068 -1.359 0.723
H 0.710 0.016 2.845
H -2.329 -2.261 0.233
H -0.898 0.858 -4.041
H -1.537 -3.531 -3.339
H 1.076 -3.581 1.070
H 0.232 3.162 1.748
H -5.879 2.941 -0.049
H 1.711 2.729 2.609
H 1.622 4.434 -1.219
H -0.653 -4.393 -2.084
H 4.417 2.275 -0.708
*
```

Output
Kohn-Sham gap (alpha / beta): 7.40 / 5.43 eV
⟨S²⟩: 6.082

These are the natural (NBO) partial charges, in e, on atoms 1 to 2: 1.15 0.52


(3)
A molecular structure, C10H28BN3PdSb, computed with wB97M-V/def2-TZVPD.

Geometry as ORCA input:
```
! wB97M-V def2-TZVPD RIJCOSX def2/J DEFGRID3
* xyz 1 3
Sb 1.090 -0.121 2.072
Pd -0.146 -0.528 -0.170
N -1.883 0.903 -0.285
N 0.288 -2.380 -0.966
N 0.552 0.833 -1.780
C -0.612 1.588 -2.279
C 1.209 0.068 -2.854
C -0.187 -3.421 -1.194
C 0.732 -1.375 3.742
C -2.502 1.372 0.963
C 1.526 1.728 -1.129
C 3.182 -0.393 1.862
C -2.805 -0.029 -0.973
C -1.516 2.034 -1.149
C 1.119 1.777 3.028
B -0.813 -4.797 -1.528
H 3.614 -0.328 2.860
H -2.752 0.518 1.590
H -0.051 -5.657 -1.149
H 2.381 1.144 -0.797
H 3.399 -1.366 1.427
H 1.077 2.224 -0.271
H -3.082 -0.833 -0.295
H -1.806 2.017 1.497
H 1.466 -1.092 4.496
H -3.419 1.933 0.758
H -1.013 2.782 -0.536
H 1.764 1.674 3.899
H -0.913 -4.837 -2.736
H -3.716 0.491 -1.288
H 2.023 -0.520 -2.438
H -1.154 0.956 -2.981
H -2.336 -0.469 -1.851
H -0.270 2.468 -2.833
H -0.274 -1.229 4.128
H -1.862 -4.850 -0.919
H 3.603 0.390 1.234
H 1.877 2.491 -1.832
H 1.533 2.530 2.359
H -2.415 2.503 -1.563
H 0.494 -0.611 -3.313
H 0.867 -2.416 3.460
H 1.605 0.750 -3.613
H 0.124 2.079 3.348
*
```

Output
Kohn-Sham gap (alpha / beta): 9.15 / 5.76 eV
⟨S²⟩: 2.007

These are the natural (NBO) partial charges, in e, on atoms 1 to 2: 1.18 0.87


(4)
2 unconnected molecules or ions with the total composition C5H7Cl, computed with wB97M-V/def2-TZVPD.

Geometry as ORCA input:
```
! wB97M-V def2-TZVPD RIJCOSX def2/J DEFGRID3
* xyz 0 1
Cl -2.551 -0.892 -0.295
C -1.826 1.715 -0.213
C 1.591 -1.158 0.005
C -1.564 0.431 -0.024
C 0.709 -1.960 0.527
C 1.698 0.300 -0.272
H 1.719 0.665 0.766
H 0.664 0.589 -0.748
H 0.671 -3.068 0.467
H -0.028 -1.725 1.343
H 2.553 0.635 -0.748
H -2.664 2.007 -0.794
H -0.971 2.460 -0.014
*
```

Output
Kohn-Sham gap (alpha / beta): 6.95 / 9.67 eV

These are the natural (NBO) partial charges, in e, on atoms 1 to 2: 0.07 -0.55


(5)
A molecular structure, C7H9Br2NO, computed with wB97M-V/def2-TZVPD.

Geometry as ORCA input:
```
! wB97M-V def2-TZVPD RIJCOSX def2/J DEFGRID3
* xyz 0 1
Br -3.509 1.463 -0.332
Br -2.543 -1.245 1.089
O 1.310 -2.710 -1.115
N -0.392 -1.288 -1.494
C -0.971 -0.038 -1.364
C 0.823 -1.619 -0.949
C -0.663 0.752 -0.119
C -2.076 0.255 0.027
C 0.440 0.172 0.757
C 1.066 1.241 1.644
C 1.465 -0.493 -0.168
H -0.864 -2.014 -2.018
H 0.031 -0.610 1.406
H 1.841 0.804 2.268
H -0.578 1.828 -0.252
H 1.853 0.240 -0.880
H 2.297 -0.903 0.402
H 0.311 1.676 2.296
H 1.512 2.036 1.049
H -1.352 0.453 -2.247
*
```

Output
Kohn-Sham gap: 9.06 eV

These are the natural (NBO) partial charges, in e, on atoms 1 to 2: 0.09 0.11


(6)
14 unconnected molecules or ions with the total composition C51H127N3O14, computed with wB97M-V/def2-TZVPD.

Geometry as ORCA input:
```
! wB97M-V def2-TZVPD RIJCOSX def2/J DEFGRID3
* xyz 0 1
O -5.043 9.172 -8.153
O 9.415 15.840 -18.082
O 3.223 10.233 -8.330
O 2.469 0.132 -13.061
O -5.551 14.167 -11.447
O 8.252 4.821 -14.036
O 12.704 11.859 -18.118
O 10.035 1.800 -4.530
O 9.988 15.261 -13.102
O 1.422 5.882 -1.033
O -3.866 10.453 -17.245
O 1.872 13.650 -4.193
O 3.461 15.252 -8.898
O 7.460 8.720 0.322
N 9.063 4.840 -15.211
N 4.049 10.616 -9.390
N 1.636 0.891 -12.255
C 1.216 6.784 -2.075
C -4.425 14.866 -11.084
C 1.462 -0.993 -10.505
C 5.535 10.457 -9.118
C 7.480 5.977 -16.656
C 7.421 3.455 -16.596
C 3.406 8.718 -10.942
C 10.284 3.951 -15.030
C 9.952 2.457 -14.662
C 10.549 3.727 -17.593
C 3.451 10.197 -10.716
C -3.999 8.287 -7.961
C -4.061 15.733 -12.177
C 9.564 2.270 -5.722
C 8.447 9.613 -0.192
C 0.093 7.783 -1.721
C -2.681 8.716 -16.243
C -4.868 15.654 -9.770
C 13.554 11.500 -17.122
C 9.526 1.094 -6.608
C 5.972 11.306 -7.920
C 1.003 6.087 -3.439
C -0.451 -0.202 -13.213
C 1.756 0.502 -10.840
C 0.815 1.457 -9.960
C 11.160 4.676 -13.909
C 2.003 10.737 -10.858
C -5.302 8.779 -16.142
C 5.841 10.474 -11.713
C 3.240 0.878 -10.407
C 8.190 2.896 -5.451
C 12.721 10.935 -15.914
C 7.719 17.563 -18.546
C 9.086 9.203 -1.560
C -3.739 7.703 -9.343
C 8.354 4.714 -16.489
C 7.810 10.986 -0.286
C -3.966 9.587 -16.224
C -0.498 2.106 -12.063
C 5.938 9.005 -8.809
C 6.394 10.934 -10.348
C 0.599 1.834 -14.246
C 0.338 1.124 -12.939
C -0.580 1.637 -10.617
C 8.235 16.099 -18.727
C 7.205 15.062 -18.209
C 14.372 12.758 -16.692
C 4.332 10.770 -11.914
C 11.257 3.839 -16.232
C 9.421 4.709 -17.680
C -4.394 7.235 -6.907
H 9.692 1.883 -15.551
H 9.334 15.560 -12.471
H 14.123 10.639 -17.474
H 15.000 12.498 -15.840
H 9.912 5.680 -17.615
H 1.101 2.762 -13.972
H 8.524 15.872 -19.753
H 9.826 2.493 -3.900
H 6.680 3.440 -15.797
H -3.516 8.431 -10.123
H 1.535 10.339 -9.958
H 7.031 11.084 -1.042
H -4.062 16.345 -9.524
H 6.380 11.037 -12.475
H 12.128 12.511 -17.712
H -1.288 0.001 -13.881
H 2.068 -1.585 -11.191
H 2.010 12.973 -4.856
H 2.317 5.544 -1.115
H -5.776 16.214 -9.996
H -3.638 15.208 -13.034
H -1.511 2.259 -12.436
H 8.261 8.915 -2.212
H -6.048 9.514 -16.445
H 8.065 6.888 -16.781
H -2.611 8.027 -17.084
H 2.210 11.803 -10.769
H 1.237 1.274 -14.930
H 1.744 -1.263 -9.487
H 6.257 14.880 -18.716
H 0.111 8.182 -0.707
H 0.458 -1.414 -10.563
H -5.092 14.902 -9.014
H 2.866 8.207 -10.146
H 8.363 3.747 -4.793
H 8.006 2.536 -16.603
H -2.904 7.005 -9.402
H -0.883 7.298 -1.718
H -3.581 6.605 -6.546
H 12.193 11.786 -15.484
H -3.112 8.795 -7.583
H 4.174 10.262 -12.865
H 10.519 0.748 -6.894
H -5.334 9.223 -7.240
H 0.634 6.767 -4.206
H 7.073 9.098 1.115
H 9.222 9.737 0.564
H 7.443 10.658 -10.251
H 8.994 1.341 -7.527
H 3.960 0.241 -10.921
H 9.153 2.367 -13.926
H -1.157 0.713 -10.578
H 4.374 8.229 -11.052
H 8.472 11.810 -0.555
H 12.172 4.273 -13.869
H -4.589 7.083 -9.625
H 0.155 -0.984 -13.670
H 11.244 5.748 -14.090
H 2.077 7.453 -2.083
H 3.732 14.352 -8.716
H -3.817 10.213 -15.345
H 0.016 8.590 -2.449
H -4.885 16.365 -12.507
H 11.958 4.670 -16.161
H 9.277 15.919 -17.135
H -3.634 14.144 -10.879
H 7.538 11.256 0.735
H 9.587 9.992 -2.120
H -0.067 3.104 -12.138
H 6.839 6.026 -15.776
H 1.368 2.388 -9.839
H 3.417 0.817 -9.333
H -1.744 9.272 -16.241
H 6.958 15.102 -17.148
H 8.144 5.759 -13.860
H 7.561 17.668 -17.472
H 6.943 3.496 -17.575
H 4.200 15.634 -9.372
H -4.848 7.659 -6.011
H 7.058 11.392 -7.958
H 3.468 1.912 -10.666
H 6.789 5.788 -17.478
H 15.073 13.067 -17.467
H 11.242 4.095 -18.350
H 10.790 2.003 -14.133
H 4.160 11.843 -11.999
H -5.514 8.500 -15.110
H 6.392 12.024 -10.354
H 7.506 2.127 -5.091
H 3.296 0.620 -13.044
H 5.774 8.202 -9.528
H 7.810 3.323 -6.379
H 8.492 18.254 -18.881
H 12.010 10.155 -16.188
H -5.314 7.871 -16.744
H 2.551 14.301 -4.371
H 9.075 0.228 -6.123
H 9.727 8.332 -1.422
H -3.798 9.923 -18.042
H -2.652 8.005 -15.418
H 5.611 12.326 -8.053
H 10.829 15.450 -12.685
H 10.632 4.441 -12.985
H -5.188 6.641 -7.360
H 0.307 5.255 -3.329
H 11.810 2.901 -16.182
H 2.887 8.405 -11.848
H 13.844 13.672 -16.420
H 7.716 14.106 -18.323
H 5.314 8.736 -7.957
H -0.321 2.205 -14.697
H 6.042 9.427 -11.943
H 10.213 2.750 -17.938
H 6.801 17.752 -19.102
H -0.937 -0.611 -12.327
H 5.642 10.980 -6.934
H 0.532 0.961 -9.032
H 10.256 2.957 -6.208
H 3.054 9.295 -8.448
H 9.028 4.514 -18.678
H 13.411 10.538 -15.169
H -3.284 16.374 -11.761
H 1.480 10.523 -11.791
H -1.012 2.454 -10.038
H -5.557 13.456 -10.802
H 6.952 8.987 -8.411
H 1.909 5.743 -3.937
*
```

Output
Kohn-Sham gap: 8.13 eV

These are the Mulliken partial charges, in e, on atoms 1 to 2: -0.51 -0.52


(7)
2 unconnected molecules or ions with the total composition HPS, computed with wB97M-V/def2-TZVPD.

Geometry as ORCA input:
```
! wB97M-V def2-TZVPD RIJCOSX def2/J DEFGRID3
* xyz 0 1
S 1.904 1.117 -0.005
P 0.605 -0.332 -0.004
H -2.509 -0.785 0.009
*
```

Output
Kohn-Sham gap (alpha / beta): 9.15 / 6.05 eV

These are the natural (NBO) partial charges, in e, on atoms 1 to 2: -0.31 0.32


(8)
2 unconnected molecules or ions with the total composition C3H5FO2, computed with wB97M-V/def2-TZVPD.

Geometry as ORCA input:
```
! wB97M-V def2-TZVPD RIJCOSX def2/J DEFGRID3
* xyz 0 1
F -1.081 -1.789 -0.062
O -0.878 0.873 -0.811
O 0.777 -0.059 0.627
C -0.408 0.268 0.252
C -1.407 1.259 0.465
C 1.516 -0.832 -0.285
H 1.013 -0.771 -1.275
H 2.557 -0.333 -0.362
H -2.505 1.008 0.515
H -1.103 2.324 0.788
H 1.519 -1.947 0.148
*
```

Output
Kohn-Sham gap: 10.24 eV

These are the natural (NBO) partial charges, in e, on atoms 1 to 2: -0.73 -0.40


Computed F_max (eV/A) in order:
1.56 0.36 0.94 4.17 3.22 3.68 1.98 3.20
Computed energy above the lowest of the compared OMol25 structures with the same formula, charge and spin (kcal/mol) in order:
0.00 1.61 13.01 143.16 0.00 70.50 47.33 103.94